[1]
{"formula": "C26H23MoN2P2S5", "method": "wB97M-V/def2-TZVPD", "elements": ["Mo", "C", "N", "P", "C", "C", "C", "C", "C", "C", "C", "C", "C", "C", "C", "C", "P", "C", "C", "C", "C", "C", "C", "C", "C", "C", "C", "C", "C", "H", "H", "H", "H", "H", "H", "H", "H", "H", "H", "H", "H", "H", "H", "H", "H", "H", "H", "H", "H", "H", "H", "H", "S", "S", "S", "S", "S", "C", "N"], "positions_angstrom": [[0.27664, -0.11952, -0.51332], [3.89306, -2.73673, 0.73399], [2.78457, -1.87708, 0.27259], [2.64158, -0.18547, 0.36441], [4.08374, 0.60699, -0.27716], [5.23635, 0.64240, 0.51881], [6.38193, 1.23639, 0.01887], [6.37453, 1.80288, -1.25182], [5.22692, 1.77733, -2.03543], [4.07595, 1.17696, -1.55290], [2.31167, 0.27439, 2.06050], [1.40555, -0.51163, 2.78890], [0.96144, -0.08118, 4.03037], [1.42919, 1.11971, 4.54852], [2.34645, 1.88821, 3.83821], [2.78431, 1.48004, 2.58677], [1.28411, -2.33009, -0.24994], [1.16023, -2.46665, -2.00819], [-0.05081, -2.91824, -2.57708], [-0.17218, -2.97713, -3.95039], [0.89772, -2.59021, -4.75752], [2.10588, -2.15804, -4.20067], [2.24227, -2.08482, -2.83141], [0.58212, -3.74798, 0.53848], [-0.23175, -3.71837, 1.67550], [-0.63030, -4.90924, 2.25335], [-0.22018, -6.12545, 1.71463], [0.58190, -6.16006, 0.58086], [0.97950, -4.97637, -0.01744], [4.83483, -2.23825, 0.51080], [3.87245, -3.67992, 0.19219], [3.82024, -2.92707, 1.80336], [5.23486, 0.22988, 1.52188], [7.27854, 1.26868, 0.62308], [7.27066, 2.27612, -1.63100], [5.23261, 2.23015, -3.01773], [3.17792, 1.15612, -2.15852], [1.12138, -1.49140, 2.42490], [0.28038, -0.69162, 4.60844], [1.09505, 1.44959, 5.52356], [2.73075, 2.80507, 4.26559], [3.49887, 2.08069, 2.03730], [-0.86513, -3.23663, -1.93905], [-1.08890, -3.33573, -4.39943], [0.79813, -2.64484, -5.83443], [2.93550, -1.89654, -4.84421], [3.18222, -1.77204, -2.38987], [-0.57980, -2.78416, 2.09862], [-1.26669, -4.89380, 3.12832], [-0.53673, -7.05053, 2.17814], [0.89339, -7.10563, 0.15776], [1.59998, -5.00951, -0.90534], [0.29747, 0.54054, -2.66322], [-0.97418, 2.16838, -2.68963], [-0.63170, 3.22336, -0.97448], [0.44210, 2.09596, 0.29388], [-3.73810, -2.08411, 0.75181], [-2.41026, -1.44883, 0.33634], [-1.35446, -0.92782, -0.00862]], "multiplicity": 1, "total_charge": 3, "homo_lumo_gap_ev": [5.05, 5.06]}

***

[2]
{"formula": "CHBr3S", "method": "wB97M-V/def2-TZVPD", "elements": ["C", "S", "Br", "Br", "Br", "H"], "positions_angstrom": [[-1.03894, 0.44512, 0.35212], [1.17978, -1.78960, -1.13032], [-0.23153, 0.52460, 1.91051], [-0.96501, 1.57456, -0.96196], [2.59694, -0.30122, -0.26122], [-1.54124, -0.45347, 0.09086]], "multiplicity": 3, "relative_energy_ev": 0.294, "homo_lumo_gap_ev": [6.72, 6.64]}

***

[3]
{"formula": "C22H66O11", "method": "wB97M-V/def2-TZVPD", "elements": ["C", "C", "O", "H", "H", "H", "H", "H", "H", "C", "C", "O", "H", "H", "H", "H", "H", "H", "C", "C", "O", "H", "H", "H", "H", "H", "H", "C", "C", "O", "H", "H", "H", "H", "H", "H", "C", "C", "O", "H", "H", "H", "H", "H", "H", "C", "C", "O", "H", "H", "H", "H", "H", "H", "C", "C", "O", "H", "H", "H", "H", "H", "H", "C", "C", "O", "H", "H", "H", "H", "H", "H", "C", "C", "O", "H", "H", "H", "H", "H", "H", "C", "C", "O", "H", "H", "H", "H", "H", "H", "C", "C", "O", "H", "H", "H", "H", "H", "H"], "positions_angstrom": [[-2.37840, -4.18282, 1.97480], [-2.94928, -4.80889, 3.22375], [-4.17929, -4.13139, 3.58444], [-2.99174, -4.27846, 1.07913], [-1.38037, -4.57185, 1.75638], [-2.23846, -3.10547, 2.10856], [-2.23704, -4.68478, 4.04187], [-3.15789, -5.87045, 3.10291], [-4.02196, -3.72676, 4.44043], [2.30900, -2.25752, 2.53034], [2.19094, -3.43459, 1.58114], [2.73915, -4.58665, 2.25298], [1.68457, -2.44075, 3.40640], [1.89022, -1.36699, 2.05115], [3.33021, -2.05610, 2.84385], [2.74528, -3.27554, 0.65675], [1.12950, -3.62064, 1.39408], [3.00125, -5.22301, 1.58244], [-4.45850, -0.68622, 1.92194], [-5.74798, -1.48520, 1.79162], [-5.47995, -2.81823, 1.38316], [-4.62902, 0.38595, 2.02735], [-3.83749, -0.84834, 1.03624], [-3.87363, -1.06555, 2.76335], [-6.42173, -1.06828, 1.04606], [-6.27121, -1.50454, 2.75494], [-4.96755, -3.25173, 2.08231], [-0.52914, -0.80541, -4.71600], [-0.93360, -0.30013, -3.35480], [0.21028, -0.17933, -2.52051], [0.00322, -1.75410, -4.64748], [0.10211, -0.05563, -5.19428], [-1.40353, -0.95899, -5.34843], [-1.71950, -0.90215, -2.87946], [-1.38336, 0.70062, -3.43482], [-0.00437, 0.33999, -1.72461], [0.05358, 4.52462, 1.91066], [-1.22165, 4.62810, 1.11410], [-1.05254, 4.15232, -0.23275], [0.31768, 3.50143, 2.18258], [-0.05031, 5.01208, 2.88496], [0.93635, 4.96999, 1.45208], [-1.67191, 5.62377, 1.11628], [-1.99254, 3.98679, 1.54674], [-0.43807, 4.74878, -0.67214], [-1.17037, -3.82047, -1.31143], [-0.21966, -3.91386, -2.47978], [-1.00822, -4.31511, -3.60745], [-0.69456, -3.46502, -0.39587], [-1.65320, -4.78338, -1.15142], [-1.96535, -3.09727, -1.51411], [0.53815, -4.68107, -2.28358], [0.29517, -2.97887, -2.70992], [-0.53384, -4.11450, -4.41850], [2.74598, 1.65899, 3.57070], [2.31624, 2.40271, 4.82585], [1.90165, 3.73029, 4.52350], [3.49985, 2.25261, 3.04231], [1.90770, 1.48206, 2.89720], [3.22157, 0.69421, 3.76166], [3.12734, 2.41466, 5.55855], [1.45050, 1.90285, 5.25891], [2.67336, 4.22899, 4.23873], [-0.66877, -0.73033, 0.60308], [-0.75134, 0.75031, 0.84850], [-0.36061, 1.43908, -0.35316], [-0.79717, -1.28708, 1.53389], [0.34225, -0.97929, 0.26426], [-1.38542, -1.07833, -0.13780], [-0.06275, 1.06631, 1.63704], [-1.77313, 1.04909, 1.10159], [-0.56497, 2.38521, -0.25019], [2.51578, 3.48812, -0.93225], [3.97449, 3.27696, -0.60162], [4.66137, 4.50421, -0.87654], [2.33865, 3.84921, -1.94517], [2.15058, 4.26670, -0.25400], [1.89972, 2.61540, -0.71488], [4.42947, 2.48138, -1.19605], [4.04686, 3.04631, 0.46678], [5.56236, 4.41893, -0.55316], [3.20589, -0.46896, -1.17955], [2.98841, -1.78306, -1.92466], [2.56778, -1.56179, -3.26076], [3.31628, -0.58383, -0.09888], [2.34003, 0.18110, -1.31361], [4.08266, -0.00664, -1.63221], [2.24332, -2.42532, -1.43485], [3.93186, -2.32928, -1.96461], [1.73460, -1.06534, -3.20008], [-1.03854, 3.10519, -5.11558], [-0.95163, 3.74478, -3.74830], [0.20554, 4.57899, -3.73961], [-1.88922, 2.42322, -5.15001], [-0.14074, 2.53914, -5.35928], [-1.16844, 3.89360, -5.85699], [-0.90153, 2.99063, -2.95248], [-1.84542, 4.34239, -3.53247], [0.30812, 4.99721, -2.88218]], "multiplicity": 1, "relative_energy_ev": 2.129, "homo_lumo_gap_ev": 10.04, "smiles": "CCO.CCO.CCO.CCO.CCO.CCO.CCO.CCO.CCO.CCO.CCO"}

***

[4]
{"formula": "C26H66N4O24P6", "method": "wB97M-V/def2-TZVPD", "elements": ["C", "O", "P", "O", "O", "C", "O", "C", "H", "H", "H", "H", "H", "H", "H", "H", "H", "C", "O", "P", "O", "O", "C", "O", "C", "H", "H", "H", "H", "H", "H", "H", "H", "H", "C", "O", "P", "O", "O", "C", "O", "C", "H", "H", "H", "H", "H", "H", "H", "H", "H", "C", "O", "P", "O", "O", "C", "O", "C", "H", "H", "H", "H", "H", "H", "H", "H", "H", "C", "O", "P", "O", "O", "C", "O", "C", "H", "H", "H", "H", "H", "H", "H", "H", "H", "C", "O", "P", "O", "O", "C", "O", "C", "H", "H", "H", "H", "H", "H", "H", "H", "H", "C", "C", "N", "H", "H", "H", "C", "C", "N", "H", "H", "H", "C", "C", "N", "H", "H", "H", "C", "C", "N", "H", "H", "H"], "positions_angstrom": [[-1.32628, 2.87298, -3.62920], [-2.70906, 3.08498, -4.08906], [-3.40098, 1.94409, -4.91118], [-2.69287, 1.20771, -5.92643], [-4.01337, 1.02971, -3.77067], [-4.66590, -0.17264, -4.11050], [-4.66321, 2.73321, -5.50681], [-4.72185, 3.05594, -6.96207], [-1.23569, 2.23866, -2.75772], [-0.85201, 3.81389, -3.38871], [-0.73727, 2.27813, -4.32070], [-4.46430, -0.26101, -5.18277], [-5.73465, -0.06923, -3.88683], [-4.23766, -1.02937, -3.67422], [-4.72645, 4.09914, -7.07857], [-5.60410, 2.50894, -7.29157], [-3.83607, 2.70165, -7.48742], [3.42134, 4.32036, 3.02509], [3.14276, 3.86582, 4.35725], [2.08678, 2.77709, 4.74281], [1.99741, 2.40079, 6.18386], [2.61269, 1.61608, 3.73181], [2.07298, 0.33050, 3.82033], [0.69192, 3.20422, 4.10419], [-0.09188, 4.19239, 4.79285], [3.49074, 3.43091, 2.42514], [4.40463, 4.70506, 3.05546], [2.64552, 5.01228, 2.73074], [2.33793, -0.14617, 4.76827], [2.60940, -0.21753, 3.04678], [0.99602, 0.32945, 3.61850], [-1.13512, 4.08466, 4.56211], [0.26829, 5.21406, 4.57079], [0.07956, 4.07987, 5.88674], [0.19635, 2.20467, 0.84678], [1.14899, 3.25699, 0.99431], [1.64423, 3.98167, -0.35129], [2.89814, 4.72205, -0.06335], [0.30655, 4.77563, -0.78824], [-0.44173, 5.46470, 0.19866], [1.54555, 2.81930, -1.50748], [2.86332, 2.23768, -1.85683], [-0.48349, 2.36917, 1.68311], [0.68125, 1.21616, 1.05850], [-0.35631, 2.21956, -0.08152], [0.29823, 5.75664, 0.91423], [-1.21006, 4.92076, 0.70377], [-0.80867, 6.39063, -0.27585], [3.55485, 3.06529, -1.76168], [2.92579, 1.94408, -2.91499], [3.19027, 1.47036, -1.17026], [3.61803, -2.45383, 5.20434], [3.86783, -3.61692, 4.38333], [3.13575, -3.54762, 2.93971], [1.74883, -3.08026, 2.85716], [4.13818, -2.63400, 2.08876], [3.72965, -2.08095, 0.80021], [3.29392, -5.01248, 2.42107], [4.51298, -5.79792, 2.33483], [4.22429, -2.65218, 6.08015], [2.55352, -2.27240, 5.48722], [3.96366, -1.58403, 4.73352], [3.73582, -2.83237, 0.00009], [4.42857, -1.26899, 0.64155], [2.69468, -1.68700, 0.87746], [4.46562, -6.54858, 1.53196], [4.76542, -6.23118, 3.30533], [5.34331, -5.19402, 1.94798], [-2.46054, 1.23692, 5.39912], [-3.21441, 0.65073, 4.38031], [-2.48825, -0.45461, 3.47153], [-1.26670, 0.04756, 2.83306], [-2.33204, -1.67440, 4.45458], [-1.37963, -2.71591, 4.04867], [-3.53660, -0.82697, 2.32503], [-4.80861, -1.49878, 2.85593], [-1.59612, 1.73066, 5.03975], [-2.11209, 0.55054, 6.19473], [-3.03125, 1.93786, 6.06349], [-1.25692, -3.46561, 4.86041], [-0.42818, -2.29810, 3.76160], [-1.82936, -3.27598, 3.23119], [-5.18138, -0.82697, 3.63970], [-4.65420, -2.52921, 3.28340], [-5.60054, -1.52647, 2.04656], [4.10605, 2.29120, -5.77471], [2.72732, 1.80000, -5.56696], [2.43793, 0.22892, -5.29278], [3.18563, -0.51368, -4.28178], [0.85572, 0.42362, -5.02907], [0.24490, -0.81025, -4.58664], [2.53844, -0.41176, -6.72184], [1.83020, 0.21889, -7.83151], [4.50777, 1.96386, -6.69141], [4.73531, 2.11576, -4.91674], [3.95582, 3.38795, -5.78360], [-0.75674, -0.50427, -4.26590], [0.65892, -1.24734, -3.68014], [0.15343, -1.49210, -5.41414], [0.73105, 0.02260, -7.81308], [2.20630, -0.12765, -8.78227], [1.94339, 1.29368, -7.92399], [-4.00481, 1.13408, -0.45511], [-4.67545, -0.15717, -0.39354], [-5.27068, -1.15423, -0.36709], [-3.34872, 1.17003, -1.34763], [-3.48397, 1.21645, 0.48021], [-4.76828, 1.93014, -0.55690], [0.38029, -6.94223, 2.37571], [1.58816, -7.51852, 1.79408], [2.47560, -8.01272, 1.23509], [0.40680, -6.66457, 3.42506], [-0.40776, -7.66182, 2.14752], [0.21247, -6.00730, 1.80543], [-3.81608, -4.16512, -0.88385], [-2.67270, -4.64799, -0.15110], [-1.83597, -5.00117, 0.58685], [-4.17851, -3.23861, -0.45004], [-4.71515, -4.82989, -0.88087], [-3.61147, -4.03431, -1.90176], [0.17990, -1.87231, -0.13996], [-1.03946, -1.56890, -0.91100], [-1.83554, -1.20628, -1.72180], [1.05364, -1.64953, -0.77248], [0.09248, -2.96134, -0.00440], [0.20797, -1.41460, 0.84428]], "multiplicity": 1, "homo_lumo_gap_ev": 10.96, "smiles": "COP(=O)(OC)OC.COP(=O)(OC)OC.COP(=O)(OC)OC.COP(=O)(OC)OC.COP(=O)(OC)OC.COP(=O)(OC)OC.CC#N.CC#N.CC#N.CC#N"}